105
Properties=species:S:1:pos:R:3:forces:R:3 method="wB97M-V/def2-TZVPD" orbital_gap_ev=9.2468 homo_ev=-9.0152 e_lumo_ev=0.232 de_lowest_kj_mol=480.9
C -4.085859 4.942420 1.119402 1.16 -0.10 0.05
C -4.569249 3.509470 1.388152 1.88 0.70 -0.11
C -3.460629 2.539390 1.941222 -0.10 0.54 -0.80
O -2.863019 3.027580 3.162972 -0.91 -0.19 -0.98
C -2.706349 2.067330 4.184522 0.62 0.63 0.11
N -5.524619 3.491980 2.396782 -2.76 -0.34 2.03
H -3.815259 5.413110 2.064552 -0.07 -0.03 0.18
H -4.790349 5.612920 0.627242 -0.25 -0.36 -0.08
H -3.152259 4.932100 0.556922 -0.12 0.09 -0.33
H -5.011199 3.117160 0.472242 0.25 -0.42 -0.04
H -2.660279 2.379120 1.218832 0.11 0.08 -0.17
H -3.990209 1.593600 2.055822 0.15 -0.12 0.47
H -2.088849 2.583390 4.919702 -0.24 -0.08 0.33
H -2.100489 1.216800 3.872082 -0.21 -0.36 -0.27
H -3.656019 1.756880 4.620252 -0.03 -0.14 -0.05
H -5.208809 3.900990 3.264582 0.35 -0.02 -0.01
H -6.407079 3.939920 2.195002 0.03 0.03 -0.34
C -1.035959 1.288120 -2.071708 0.66 0.53 0.35
C -0.611669 0.727930 -3.401508 -1.66 -2.00 0.75
C -0.023249 -0.690820 -3.342148 1.40 0.50 -1.92
O 0.451711 -0.984860 -4.751168 0.27 2.27 1.84
C 1.074551 -2.217590 -4.884778 -1.14 -1.59 0.40
N -1.829809 0.628230 -4.162328 -0.42 0.32 -2.18
H -1.501039 2.230020 -2.362618 0.12 0.29 0.57
H -0.174259 1.416820 -1.416718 -0.25 0.33 -0.02
H -1.773459 0.728660 -1.496208 0.01 -0.39 -0.31
H 0.039151 1.432280 -3.919588 0.30 -0.26 0.07
H -0.723189 -1.497620 -3.124728 -0.40 0.26 0.34
H 0.753271 -0.669760 -2.577498 0.74 -0.55 -0.34
H 1.776831 -2.477380 -4.092688 0.06 0.17 0.04
H 1.508161 -2.452300 -5.856888 0.17 0.95 -0.15
H 0.223921 -2.897500 -4.837388 0.17 -1.00 0.28
H -2.582669 0.082180 -3.768458 0.16 0.04 0.81
H -1.539579 0.067360 -4.950548 -0.38 0.15 -0.77
C 3.429511 -1.007100 -0.401728 1.61 -1.45 -0.28
C 4.521591 -1.898000 -1.106988 -1.02 -0.08 -1.67
C 3.975051 -2.601610 -2.403948 -0.47 0.45 1.01
O 2.845781 -3.474760 -2.182148 -0.10 -0.72 0.08
C 3.076051 -4.729340 -1.433698 1.76 1.22 -0.57
N 5.580161 -0.968030 -1.540558 -0.43 -1.04 0.81
H 3.984591 -0.528140 0.404852 -0.52 -0.05 0.43
H 2.553021 -1.583700 -0.106088 0.22 0.19 0.17
H 3.139941 -0.193420 -1.066688 -0.13 -0.13 -0.27
H 4.970711 -2.775930 -0.642638 -0.01 0.63 1.41
H 4.772951 -3.051480 -2.994768 0.34 -0.80 0.41
H 3.752091 -1.754550 -3.052698 -1.26 -0.11 -0.23
H 3.571561 -4.477850 -0.495968 -0.49 -0.06 0.37
H 3.816561 -5.358530 -1.927518 0.16 0.09 -0.54
H 2.227331 -5.399420 -1.296698 -0.48 0.97 -0.14
H 6.088791 -1.527200 -2.210428 0.58 0.66 -0.48
H 5.067831 -0.218490 -1.983048 0.44 0.26 -0.54
C 2.362131 1.621220 4.523212 -0.08 -0.21 -0.02
C 3.189461 0.540080 3.850672 0.42 -0.82 -0.48
O 4.446581 0.433980 4.485852 0.53 0.42 0.69
H 2.819491 2.610200 4.493982 0.14 -0.12 -0.34
H 2.203461 1.407300 5.580172 0.11 -0.29 0.01
H 1.371741 1.689490 4.073142 -0.01 0.06 -0.17
H 3.368061 0.636260 2.779722 -0.22 1.03 -0.30
H 2.756691 -0.460310 3.846012 -0.84 -0.07 0.63
H 4.944051 -0.305590 4.129242 -0.09 0.01 -0.10
C -0.274249 -4.859530 -2.573688 -0.63 0.69 1.59
C -1.811429 -4.732250 -2.422388 2.44 -0.31 0.59
O -2.264119 -5.912560 -3.008388 -1.61 -0.12 -0.66
H 0.013951 -5.015440 -3.613268 0.17 0.31 0.12
H 0.031071 -5.709300 -1.963148 -0.07 -0.32 -0.33
H 0.200611 -4.021060 -2.064198 0.43 0.36 -0.63
H -2.152109 -3.782140 -2.833888 -0.46 -0.12 -0.37
H -2.063419 -4.753980 -1.362138 -0.15 0.00 -0.03
H -2.056339 -5.786640 -3.937138 -0.18 -0.50 -0.27
C 3.515381 3.334650 -1.208648 -0.40 0.50 -0.01
C 2.082621 2.861930 -1.142448 0.06 0.11 -1.63
O 1.881171 2.080640 -0.026718 0.50 -0.92 1.71
H 3.706841 3.863100 -0.274738 0.52 -0.02 -0.06
H 3.617241 4.022210 -2.048278 -0.03 0.22 0.09
H 4.230031 2.536720 -1.410358 -0.10 -0.15 0.43
H 1.887761 2.272810 -2.038578 -0.19 -0.07 -0.31
H 1.359681 3.677610 -1.130898 0.13 0.41 -0.19
H 1.079501 1.557010 -0.095568 -0.39 0.10 0.06
C -0.043289 -1.445980 0.370252 0.32 -2.14 1.83
C 0.429041 -0.361680 1.368652 -0.23 0.24 -1.41
O -0.416589 0.695550 1.118352 -2.24 2.39 -0.95
H -1.001809 -1.827720 0.721822 -0.31 0.28 0.10
H 0.587291 -2.318110 0.543122 0.30 -0.25 0.04
H -0.145369 -1.467120 -0.714748 0.45 1.49 0.05
H 1.407601 0.066890 1.152232 0.69 -1.06 0.47
H 0.244561 -0.577250 2.421072 0.75 -1.14 -0.04
H -0.445559 1.359930 1.810702 0.24 0.01 0.21
C -5.357689 -3.631280 2.273692 -1.77 -0.89 0.30
C -3.903959 -3.890460 2.023532 -0.20 2.60 0.45
O -3.256689 -4.054500 3.284792 0.00 -0.91 -0.11
H -5.652799 -2.643630 2.628032 0.64 0.23 -0.07
H -5.769269 -4.293820 3.035092 0.13 -0.34 0.02
H -5.956499 -3.816200 1.381882 0.06 0.00 -0.19
H -3.622509 -2.903030 1.657652 0.78 -0.11 -0.64
H -3.752369 -4.610470 1.219352 0.40 -0.53 0.57
H -2.463569 -3.519550 3.364742 -0.04 -0.04 -0.35
C -0.509059 4.257670 1.050512 0.31 -1.38 -0.35
C 0.820351 4.913540 1.343032 -0.44 2.37 -0.48
O 1.872501 4.284510 1.999502 -0.34 -0.96 0.66
H -1.061099 4.809390 0.289612 -0.05 0.56 0.44
H -1.083279 4.083080 1.960392 -0.17 0.21 -0.11
H -0.419449 3.297740 0.541972 0.31 -0.38 0.10
H 0.521361 5.778110 1.935672 0.37 0.16 0.36
H 1.246741 5.378340 0.454062 -0.21 -0.07 -0.58
H 1.969791 3.439220 1.554962 0.35 -0.51 -0.11